(1)
DFT (wB97M-V/def2-TZVPD) results for C34H37FN8O4SSr as an isolated structure in a non-equilibrium geometry.

Computed properties:
ΔE to the lowest compared entry with this formula, charge and spin (kJ/mol): 0.0
Spin multiplicity: 1
E_LUMO (eV): -1.61
Kohn-Sham gap (eV): 3.7
Strongest force on any atom (hartree/bohr): 0.02376

Each line ends with the Mulliken charge.
Atoms and positions in Å:
Sr -2.662 -0.261 1.112  1.7887
C -5.170 0.218 -0.075  -0.7899
C -4.931 1.415 0.642  -0.9340
C -5.298 1.193 1.985  -0.3762
C -5.759 -0.131 2.097  -0.3292
C -5.676 -0.735 0.832  -0.4601
H -4.996 0.070 -1.134  0.4380
H -4.555 2.343 0.229  0.4410
H -5.219 1.917 2.784  0.4163
H -6.108 -0.605 3.004  0.4424
H -5.934 -1.756 0.590  0.3852
C 0.464 -3.950 -3.899  -1.0090
C 1.099 -4.533 -2.643  -1.0833
N 0.759 -3.779 -1.437  0.1565
C -0.391 -4.090 -0.790  -0.3200
C -0.951 -3.383 0.222  0.4137
C -2.399 -3.727 0.580  -0.2633
O -2.805 -4.831 0.225  -0.8059
O -3.030 -2.794 1.155  -0.4521
C -0.211 -2.294 0.784  0.9747
O -0.533 -1.582 1.748  -0.7093
C 1.026 -1.919 0.047  0.0151
C 1.663 -0.728 0.408  -0.7882
C 2.622 -0.225 -0.416  0.2005
F 3.251 0.943 -0.109  -0.5038
C 2.962 -0.843 -1.622  -1.3313
C 2.411 -2.062 -1.933  -0.2526
C 1.426 -2.616 -1.099  0.7786
N 3.748 -0.152 -2.601  0.2828
C 5.145 0.051 -2.283  -0.3871
C 5.869 0.510 -3.536  -0.8492
N 5.203 1.761 -4.051  -0.0962
C 3.727 1.556 -4.309  -1.1985
C 3.101 1.085 -3.023  0.0573
H 0.738 -4.546 -4.770  0.3862
H 0.774 -2.920 -4.072  0.3020
H -0.622 -3.957 -3.807  0.3457
H 2.185 -4.595 -2.721  0.4497
H 0.739 -5.549 -2.487  0.5040
H -0.939 -4.946 -1.166  0.5443
H 1.334 -0.206 1.297  0.7059
H 2.676 -2.510 -2.879  0.4431
H 5.587 -0.887 -1.949  0.4594
H 5.295 0.793 -1.480  0.3007
H 5.789 -0.231 -4.329  0.3599
H 6.914 0.747 -3.347  0.4261
H 5.671 2.089 -4.895  0.3619
H 5.303 2.497 -3.348  0.4182
H 3.650 0.805 -5.094  0.3477
H 3.311 2.503 -4.646  0.4567
H 2.037 0.909 -3.188  0.1159
H 3.172 1.879 -2.268  0.3758
O -1.505 0.269 -0.956  -0.4195
C -0.936 1.229 -1.563  -0.0666
C -0.990 1.336 -2.990  -0.7636
C -0.438 2.392 -3.676  -0.6120
C 0.231 3.420 -2.999  -0.8758
C 0.329 3.337 -1.620  -0.5359
C -0.212 2.276 -0.889  0.5524
C -0.032 2.239 0.564  -0.3635
N -0.718 1.552 1.460  0.5108
C -0.151 1.815 2.683  -0.6605
C 0.894 2.671 2.540  -0.9302
N 0.957 2.938 1.192  0.0989
H -1.538 0.558 -3.507  0.4256
H -0.552 2.443 -4.754  0.4088
H 0.610 4.286 -3.529  0.4692
H 0.797 4.161 -1.089  0.4626
H -0.545 1.378 3.586  0.2938
H 1.572 3.112 3.248  0.4729
H 1.642 3.510 0.736  0.2249
C -0.886 2.550 6.466  -0.9507
C -2.196 1.820 6.765  -0.4770
C -2.458 0.715 5.788  0.3045
N -2.911 0.903 4.603  -0.7033
N -3.019 -0.244 3.861  0.3558
C -2.638 -1.307 4.516  0.2859
N -2.730 -2.567 4.029  -0.3523
S -2.115 -0.960 6.136  -0.2830
H -0.726 3.362 7.176  0.3994
H -0.913 2.971 5.461  0.1806
H -0.036 1.869 6.530  0.2992
H -3.033 2.515 6.706  0.2490
H -2.181 1.415 7.778  0.3519
H -2.958 -2.663 3.035  0.2111
H -2.075 -3.246 4.376  0.2823

(2)
DFT (wB97M-V/def2-TZVPD) results for C34H37IrNO3P2S2 as an isolated structure.

Computed properties:
Spin multiplicity: 5
E_LUMO (alpha / beta) (eV): -2.32 / -4.58
Kohn-Sham gap (alpha / beta) (eV): 7.6 / 5.9
Charge: +1
Strongest force on any atom (hartree/bohr): 0.00807

Each line ends with the Mulliken spin population.
Atoms and positions in Å:
Ir -0.423 0.207 0.099  1.7486
C 2.321 -0.403 0.473  0.1167
C 1.863 0.657 1.274  0.2653
C 0.762 0.190 2.054  0.1706
C 0.529 -1.177 1.696  0.1237
C 1.502 -1.534 0.722  0.3207
H 3.132 -0.356 -0.237  0.0292
H 2.265 1.658 1.298  0.0099
H 0.240 0.741 2.821  0.0117
H -0.161 -1.846 2.186  -0.0036
H 1.580 -2.496 0.238  0.0181
C -3.706 3.387 -5.204  0.0001
S -4.529 1.840 -5.634  0.0000
C -3.118 0.713 -5.569  -0.0005
C -2.592 0.497 -4.160  -0.0017
C -1.401 -0.458 -4.126  0.0073
N -0.778 -0.508 -2.791  -0.1088
P -1.290 -1.486 -1.495  0.4654
C -3.085 -1.708 -1.563  -0.0094
C -3.879 -1.056 -0.624  0.0344
C -5.257 -1.215 -0.654  0.0061
C -5.843 -2.015 -1.623  0.0006
C -5.051 -2.686 -2.548  0.0022
C -3.674 -2.546 -2.511  -0.0019
C -0.685 -3.168 -1.765  -0.0019
C -0.232 -3.632 -2.997  0.0260
C 0.169 -4.954 -3.135  -0.0025
C 0.120 -5.812 -2.045  0.0067
C -0.334 -5.353 -0.815  -0.0011
C -0.737 -4.035 -0.674  0.0293
P 0.335 0.631 -2.169  0.4437
C 0.137 2.243 -2.966  -0.0055
C 0.398 2.380 -4.334  -0.0034
C 0.297 3.618 -4.941  0.0016
C -0.039 4.737 -4.185  -0.0002
C -0.265 4.612 -2.824  0.0062
C -0.182 3.367 -2.212  0.0054
C 1.999 0.148 -2.699  0.0513
C 2.319 -1.200 -2.842  -0.0085
C 3.626 -1.588 -3.095  -0.0066
C 4.628 -0.631 -3.183  0.0088
C 4.319 0.714 -3.029  -0.0040
C 3.010 1.106 -2.789  0.0109
H -4.457 4.169 -5.294  0.0000
H -2.895 3.596 -5.901  0.0000
H -3.326 3.380 -4.182  0.0000
H -2.330 1.090 -6.228  -0.0001
H -3.481 -0.225 -5.997  0.0001
H -3.386 0.102 -3.523  0.0004
H -2.291 1.448 -3.720  0.0055
H -0.639 -0.170 -4.855  -0.0021
H -1.727 -1.464 -4.397  -0.0014
H -3.415 -0.436 0.134  -0.0087
H -5.876 -0.719 0.084  0.0000
H -6.919 -2.130 -1.651  0.0001
H -5.508 -3.328 -3.289  0.0003
H -3.061 -3.108 -3.205  0.0017
H -0.184 -2.965 -3.850  0.0043
H 0.517 -5.313 -4.094  -0.0002
H 0.434 -6.842 -2.154  0.0004
H -0.373 -6.024 0.033  0.0001
H -1.100 -3.678 0.285  0.0005
H 0.703 1.525 -4.926  0.0023
H 0.492 3.715 -6.002  0.0005
H -0.113 5.708 -4.658  0.0000
H -0.507 5.482 -2.227  0.0002
H -0.367 3.290 -1.151  0.0029
H 1.547 -1.949 -2.751  0.0090
H 3.863 -2.638 -3.215  0.0001
H 5.650 -0.932 -3.373  0.0006
H 5.098 1.461 -3.102  0.0000
H 2.778 2.157 -2.673  0.0037
C -4.209 2.290 0.728  0.0038
S -2.458 2.190 0.565  0.0234
O -1.904 3.496 0.764  0.0126
O -1.988 1.156 1.548  0.0782
O -2.184 1.601 -0.785  0.0976
H -4.426 2.563 1.760  0.0021
H -4.644 1.329 0.467  -0.0003
H -4.555 3.066 0.048  0.0016

(3)
DFT (wB97M-V/def2-TZVPD) results for C34H37N2O6PSe2V as an isolated structure in a non-equilibrium geometry.

Computed properties:
ΔE to the lowest compared entry with this formula, charge and spin (kJ/mol): 0.0
Spin multiplicity: 3
E_LUMO (alpha / beta) (eV): -3.43 / -2.77
Kohn-Sham gap (alpha / beta) (eV): 6.7 / 7.4
Charge: +1
Strongest force on any atom (hartree/bohr): 0.05688

Each line ends with the Mulliken spin population.
Atoms and positions in Å:
V -0.553 -0.439 0.198  2.0999
C -4.331 -3.681 1.670  -0.0007
N -2.908 -3.561 1.475  0.0009
C -1.969 -4.274 2.438  0.0008
C -2.408 -2.665 0.620  0.0105
O -1.189 -2.376 0.466  0.0424
C -3.364 -1.937 -0.358  -0.0031
O -2.747 -0.643 -0.532  -0.0154
C -3.515 0.527 -0.129  0.0047
C -2.795 1.102 1.054  0.0154
O -1.525 1.172 0.971  -0.0089
N -3.541 1.542 2.042  -0.0003
C -4.991 1.631 2.060  0.0003
C -2.821 2.129 3.144  0.0010
H -4.466 -4.387 2.495  -0.0002
H -4.812 -4.107 0.792  0.0002
H -4.848 -2.762 1.984  0.0001
H -2.359 -5.255 2.604  0.0000
H -1.943 -3.706 3.399  0.0001
H -1.003 -4.325 1.951  -0.0006
H -4.383 -1.966 0.036  -0.0014
H -3.337 -2.494 -1.321  -0.0009
H -4.591 0.317 -0.014  -0.0003
H -3.417 1.201 -0.996  -0.0038
H -5.330 2.540 1.529  0.0001
H -5.373 1.562 3.090  -0.0001
H -5.435 0.844 1.522  0.0001
H -3.330 3.057 3.426  0.0000
H -1.751 2.203 2.834  -0.0002
H -2.847 1.498 4.031  0.0004
O 1.552 -1.380 -0.150  0.0009
C 2.270 -1.698 1.118  -0.0062
C 1.445 -1.193 2.388  0.0165
O 1.789 -1.458 3.528  0.0036
O 0.369 -0.593 1.998  0.0160
C 3.745 -1.102 1.091  -0.0034
C 3.992 0.268 1.401  0.0003
C 5.261 0.859 1.392  0.0005
C 6.327 0.105 0.843  0.0000
C 6.102 -1.225 0.537  0.0002
C 4.871 -1.828 0.688  -0.0009
C 2.312 -3.231 1.234  -0.0064
C 1.767 -4.063 0.272  0.0008
C 1.683 -5.449 0.529  -0.0002
C 2.268 -5.981 1.661  0.0000
C 3.013 -5.141 2.523  -0.0002
C 3.020 -3.769 2.331  -0.0007
H 2.060 -0.597 -0.466  0.0005
H 3.129 0.882 1.670  0.0003
H 5.403 1.875 1.726  0.0000
H 7.324 0.497 0.681  0.0000
H 6.916 -1.753 0.114  -0.0001
H 4.793 -2.897 0.458  0.0001
H 1.336 -3.676 -0.644  0.0008
H 1.079 -6.055 -0.143  0.0000
H 2.165 -7.064 1.956  0.0001
H 3.470 -5.599 3.396  0.0000
H 3.380 -3.144 3.135  0.0000
Se -0.248 0.382 -2.524  -0.0787
P 0.340 2.392 -1.939  -0.0283
Se 1.028 2.238 0.112  -0.0599
C -1.183 3.394 -2.129  0.0037
C -1.787 4.041 -1.046  -0.0008
C -2.542 5.213 -1.262  0.0002
C -2.885 5.575 -2.562  -0.0002
C -2.391 4.836 -3.609  -0.0008
C -1.545 3.755 -3.444  -0.0047
C 1.560 2.796 -3.174  0.0040
C 2.486 1.898 -3.603  0.0005
C 3.343 2.288 -4.611  0.0012
C 3.226 3.555 -5.221  -0.0013
C 2.368 4.491 -4.643  -0.0002
C 1.592 4.100 -3.569  -0.0010
H -1.645 3.564 -0.079  0.0009
H -2.945 5.744 -0.437  0.0000
H -3.547 6.463 -2.706  0.0000
H -2.699 5.098 -4.626  -0.0001
H -1.314 3.120 -4.319  0.0000
H 2.570 0.862 -3.200  0.0013
H 4.093 1.646 -5.036  0.0001
H 3.865 3.850 -6.040  -0.0001
H 2.230 5.476 -5.047  0.0000
H 1.068 4.887 -3.038  0.0004

- Among the records above, which one has the highest strongest force on any atom?
  C34H37N2O6PSe2V

- Among the records above, which one has the lowest strongest force on any atom?
  C34H37IrNO3P2S2